Run 1
The following is a DFT calculation (ωB97M-V with the def2-TZVPD basis set) of a 12-piece molecular cluster, BF4H22O11 overall.

Calculated values
HOMO energy: -7.82 eV
Kohn-Sham gap: 10.254 eV
E_LUMO: 2.43 eV
Charge: -1

Bonds (Å) are listed after each position.
Element x y z (Å)
1 B -7.39831 -8.67280 -18.18122  F2 1.313, F3 1.416, F4 1.358, F5 1.376
2 F -6.53015 -8.36686 -19.11707  B1 1.313
3 F -8.57741 -7.90732 -18.35311  B1 1.416
4 F -7.74646 -9.97660 -18.33417  B1 1.358
5 F -6.83176 -8.45411 -16.94692  B1 1.376
6 O -8.72777 -6.84818 -15.57095  H7 0.957, H8 0.957
7 H -8.46639 -6.91091 -16.48963  O6 0.957
8 H -9.20076 -6.01808 -15.51216  O6 0.957
9 O -10.84403 -6.12441 -18.73834  H10 0.957, H11 0.957
10 H -11.31230 -6.90451 -18.44103  O9 0.957
11 H -10.39258 -6.40440 -19.53460  O9 0.957
12 O -5.46718 -7.76019 -21.82279  H13 0.957, H14 0.957
13 H -4.70964 -7.23189 -21.57127  O12 0.957
14 H -6.00809 -7.79500 -21.03384  O12 0.957
15 O -6.19505 -12.11141 -17.18060  H16 0.957, H17 0.957
16 H -6.83293 -11.55314 -17.62521  O15 0.957
17 H -6.03783 -11.67601 -16.34278  O15 0.957
18 O -10.43985 -9.55548 -19.39530  H19 0.957, H20 0.957
19 H -10.09341 -9.81317 -20.24959  O18 0.957
20 H -9.72508 -9.07048 -18.98284  O18 0.957
21 O -9.56343 -6.82305 -21.16104  H22 0.957, H23 0.957
22 H -9.07648 -7.62936 -20.99080  O21 0.957
23 H -9.07767 -6.39343 -21.86509  O21 0.957
24 O -4.45300 -9.43406 -17.31392  H25 0.957, H26 0.957
25 H -5.39801 -9.30896 -17.40070  O24 0.957
26 H -4.11898 -9.36774 -18.20849  O24 0.957
27 O -5.71601 -6.60084 -15.53053  H28 0.957, H29 0.957
28 H -6.24427 -7.29861 -15.91820  O27 0.957
29 H -5.23316 -6.22750 -16.26790  O27 0.957
30 O -10.91583 -10.32863 -16.21320  H31 0.957, H32 0.957
31 H -11.35464 -9.48699 -16.08948  O30 0.957
32 H -10.32259 -10.18392 -16.95032  O30 0.957
33 O -5.95602 -10.87671 -20.89387  H34 0.957, H35 0.957
34 H -6.52330 -11.61137 -20.65998  O33 0.957
35 H -6.31414 -10.13314 -20.40901  O33 0.957
36 O -5.06093 -8.97550 -13.85514  H37 0.957, H38 0.957
37 H -5.18262 -8.27335 -14.49421  O36 0.957
38 H -4.25602 -8.74220 -13.39263  O36 0.957



Run 2
The following is a DFT calculation (ωB97M-V with the def2-TZVPD basis set) of a 12-piece molecular cluster, BF4H22O11 overall.

Calculated values
HOMO energy: -7.59 eV
Kohn-Sham gap: 10.052 eV
E_LUMO: 2.46 eV
Charge: -1

Bonds (Å) are listed after each position.
Element x y z (Å)
1 B 0.02428 -0.11816 0.56598  F2 1.395, F3 1.409, F4 1.400, F5 1.441
2 F -0.36363 -0.82323 -0.57366  B1 1.395
3 F -0.39014 1.22307 0.44581  B1 1.409
4 F -0.50831 -0.65021 1.74655  B1 1.400
5 F 1.45674 -0.05470 0.71299  B1 1.441
6 O 3.17937 1.91359 1.65653  H7 0.980, H8 0.961
7 H 2.45569 1.31679 1.37444  O6 0.980
8 H 2.74320 2.61657 2.14538  O6 0.961
9 O 1.90520 -1.57834 3.26911  H10 0.969, H11 0.964
10 H 1.32484 -1.25649 2.56358  O9 0.969
11 H 1.82021 -0.90514 3.95321  O9 0.964
12 O 0.52555 1.18233 3.71092  H13 0.968, H14 0.964
13 H -0.26905 0.69756 3.44561  O12 0.968
14 H 0.42440 2.04709 3.29823  O12 0.964
15 O -2.20895 -2.97065 -0.51085  H16 0.959, H17 0.965
16 H -2.45354 -2.22990 -1.06876  O15 0.959
17 H -1.28668 -2.80590 -0.28036  O15 0.965
18 O -0.73866 4.21200 -1.09730  H19 0.969, H20 0.972
19 H -1.49734 3.73195 -0.73338  O18 0.969
20 H -0.17601 3.52096 -1.48428  O18 0.972
21 O -2.85407 3.05655 0.69575  H22 0.971, H23 0.962
22 H -2.50682 2.16163 0.84276  O21 0.971
23 H -3.63987 3.11180 1.24716  O21 0.962
24 O -0.34203 -2.17982 -4.10737  H25 0.964, H26 0.968
25 H -1.23533 -2.10009 -4.45958  O24 0.964
26 H -0.15316 -1.32431 -3.69635  O24 0.968
27 O 0.89525 1.78881 -2.29081  H28 0.970, H29 0.965
28 H 1.05385 1.41515 -1.40982  O27 0.970
29 H 1.68692 2.30658 -2.47984  O27 0.965
30 O -3.38540 -0.21819 0.49300  H31 0.969, H32 0.964
31 H -2.54506 -0.61437 0.21888  O30 0.969
32 H -3.71867 0.21446 -0.30190  O30 0.964
33 O 0.96793 -3.92663 -2.21051  H34 0.974, H35 0.975
34 H 0.36489 -3.56446 -2.88347  O33 0.974
35 H 1.26208 -3.13504 -1.72236  O33 0.975
36 O 2.59658 -2.25126 -0.65253  H37 0.962, H38 0.976
37 H 3.36902 -2.39625 -0.09765  O36 0.962
38 H 2.21669 -1.41375 -0.32507  O36 0.976



Which is the most stable structure? run 2 is the most stable.



Run 1
The following is a DFT calculation (ωB97M-V with the def2-TZVPD basis set) of a 2-piece molecular cluster, C3H7O2 overall.

Calculated values
HOMO energy: -2.01 eV
Kohn-Sham gap: 5.407 eV
E_LUMO: 3.40 eV
Charge: -1

Bonds (Å) are listed after each position.
Element x y z (Å)
1 O -1.97066 -1.32890 2.06299  C2 1.228
2 C -1.22295 -0.35628 2.12090  O1 1.228, C3 1.547, H4 1.166
3 C -0.27154 0.13539 1.00459  C2 1.547, H5 1.115, H6 1.082, H7 1.096
4 H -1.20913 0.25920 3.11113  C2 1.166
5 H 0.06630 -0.72749 0.38497  C3 1.115
6 H 0.65023 0.59579 1.33514  C3 1.082
7 H -0.71003 0.82484 0.27424  C3 1.096
8 C 1.18746 0.59779 -1.92152  O9 1.374, H10 1.148, H11 1.114, H12 1.136
9 O 2.01024 0.71489 -3.01625  C8 1.374
10 H 0.22810 1.22829 -1.95488  C8 1.148
11 H 0.76541 -0.42320 -1.77698  C8 1.114
12 H 1.73458 0.89320 -0.97133  C8 1.136



Run 2
The following is a DFT calculation (ωB97M-V with the def2-TZVPD basis set) of an isolated ion of composition C3H7O2 and charge -1.

Calculated values
HOMO energy: -2.63 eV
Kohn-Sham gap: 7.151 eV
E_LUMO: 4.52 eV
Charge: -1

Bonds (Å) are listed after each position.
Element x y z (Å)
1 C 0.13995 1.60771 0.16798  O2 1.390, H6 1.097, H7 1.097, H8 1.102
2 O 1.08775 0.60131 0.02697  C1 1.390, C3 1.523
3 C 0.51810 -0.65589 -0.61775  O2 1.523, C4 1.548, O5 1.294, H9 1.117
4 C -0.52213 -1.24824 0.36370  C3 1.548, H10 1.092, H11 1.092, H12 1.093
5 O 0.05859 -0.47051 -1.81340  C3 1.294
6 H -0.44389 1.75675 -0.74879  C1 1.097
7 H 0.65696 2.55411 0.36951  C1 1.097
8 H -0.54804 1.41624 1.00730  C1 1.102
9 H 1.42842 -1.29445 -0.50864  C3 1.117
10 H -0.16264 -1.28531 1.39433  C4 1.092
11 H -1.46814 -0.70702 0.29627  C4 1.092
12 H -0.74494 -2.27471 0.06253  C4 1.093



Which is the most stable structure? run 2 is the most stable.



Run 1
The following is a DFT calculation (ωB97M-V with the def2-TZVPD basis set) of an isolated ion of composition C3H7O2 and charge -1.

Calculated values
HOMO energy: -2.28 eV
Kohn-Sham gap: 6.332 eV
E_LUMO: 4.05 eV
Charge: -1

Bonds (Å) are listed after each position.
Element x y z (Å)
1 O -1.40978 1.37056 0.83853  C2 1.326
2 C -1.53387 0.25938 0.12570  O1 1.326, C3 1.573, H6 1.133, H7 1.121
3 C -0.17220 -0.48470 -0.13035  C2 1.573, C4 1.511, H8 1.102, H9 1.091
4 C 1.01441 0.44437 -0.02818  C3 1.511, O5 1.452, H10 1.082, H11 1.093
5 O 2.22534 -0.24139 0.38703  C4 1.452, H12 0.973
6 H -2.01784 0.37964 -0.89125  C2 1.133
7 H -2.18578 -0.52809 0.58501  C2 1.121
8 H -0.04196 -1.26167 0.63964  C3 1.102
9 H -0.12180 -0.99406 -1.09378  C3 1.091
10 H 0.75966 1.20124 0.70250  C4 1.082
11 H 1.21177 0.91295 -0.99545  C4 1.093
12 H 2.27204 -1.05823 -0.13942  O5 0.973



Run 2
The following is a DFT calculation (ωB97M-V with the def2-TZVPD basis set) of an isolated ion of composition C3H7O2 and charge -1.

Calculated values
HOMO energy: -2.27 eV
Kohn-Sham gap: 6.314 eV
E_LUMO: 4.04 eV
Charge: -1

Bonds (Å) are listed after each position.
Element x y z (Å)
1 O -1.10747 1.86310 -0.11029  C2 1.336
2 C -0.16854 1.38120 0.70844  O1 1.336, C3 1.593, H6 1.123, H7 1.128
3 C 0.46086 0.00014 0.22443  C2 1.593, C4 1.505, H8 1.100, H9 1.099
4 C -0.47635 -0.78787 -0.65028  C3 1.505, O5 1.456, H10 1.083, H11 1.093
5 O 0.11530 -2.05090 -1.06946  C4 1.456, H12 0.959
6 H 0.73229 2.03585 0.85735  C2 1.123
7 H -0.55550 1.20484 1.75286  C2 1.128
8 H 0.80586 -0.61014 1.07180  C3 1.100
9 H 1.33122 0.27235 -0.38918  C3 1.099
10 H -0.73109 -0.22847 -1.54242  C4 1.083
11 H -1.41295 -1.02224 -0.13854  C4 1.093
12 H 1.00639 -2.05785 -0.71471  O5 0.959



Which is the most stable structure? run 2 is the most stable.